Here is a molecular structure, C9H24O15S3 in a non-equilibrium geometry from OMol25. Energies are from ωB97M-V/def2-TZVPD.

As for the total charge: 0. The value obtained for the orbital gap is 10.80 eV. As for the HOMO energy: -10.45 eV.

Cartesian coordinates (Å):
C (-17.6612, -6.1556, -0.9639)
O (-16.5737, -7.1104, -0.6910)
H (-17.3212, -5.1621, -0.7122)
H (-18.0485, -6.1922, -1.9803)
H (-18.5223, -6.4504, -0.4184)
H (-16.8764, -8.0340, -0.6921)
C (-13.1216, -6.7720, 0.4786)
O (-13.9036, -7.7834, -0.1322)
H (-12.1280, -6.7710, -0.0005)
H (-13.6946, -5.8057, 0.4441)
H (-13.0944, -6.9322, 1.5459)
H (-14.7188, -7.3700, -0.4414)
C (-11.3274, -10.0301, -0.5776)
O (-12.7080, -10.1637, -1.1399)
H (-10.9165, -11.0177, -0.6566)
H (-10.7083, -9.2622, -1.0498)
H (-11.4342, -9.8388, 0.5259)
H (-13.1888, -9.4162, -0.8348)
C (-16.1976, -12.3103, -1.4510)
C (-15.1078, -12.6037, -0.4683)
O (-15.4174, -11.7478, 0.7705)
S (-16.8456, -11.0560, 0.5400)
O (-16.6519, -9.6742, 0.1496)
O (-17.6053, -11.3516, 1.6947)
O (-17.3489, -11.9885, -0.6178)
H (-16.5805, -13.0074, -2.1705)
H (-16.0092, -11.4295, -2.0413)
H (-14.1132, -12.3419, -0.7185)
H (-15.0606, -13.6613, -0.0203)
C (-13.3462, -10.8606, -4.7983)
C (-12.9291, -12.0704, -3.9895)
O (-14.2227, -12.6998, -3.5127)
S (-15.2196, -12.5987, -4.7128)
O (-16.5483, -12.4689, -4.2250)
O (-14.8819, -13.6183, -5.6917)
O (-14.7455, -11.1738, -5.1909)
H (-12.8659, -10.6895, -5.7669)
H (-13.4206, -9.9016, -4.2540)
H (-12.3173, -11.8475, -3.1065)
H (-12.4524, -12.9205, -4.4382)
C (-15.7873, -10.7332, 4.0028)
C (-15.3115, -9.2901, 3.5806)
O (-13.9982, -9.0594, 4.2824)
S (-13.4046, -10.4131, 4.8255)
O (-13.4078, -10.1841, 6.2449)
O (-12.2523, -10.8800, 4.1368)
O (-14.5573, -11.3958, 4.3004)
H (-16.3793, -11.2400, 3.2368)
H (-16.4529, -10.7106, 4.9336)
H (-15.9866, -8.4747, 3.8115)
H (-15.0483, -9.2402, 2.5463)



Here is a molecular structure, C40H36BrF4HoN4O5 in a non-equilibrium geometry from OMol25. Energies are from ωB97M-V/def2-TZVPD.

As for the total charge: 0. Its spin multiplicity is 5. As for the relative energy (zero: lowest compared OMol25 entry of this formula, charge and spin): 34.01 kcal/mol. The value obtained for the orbital gap (spin up / spin down) is 6.75 / 6.76 eV. As for the HOMO energy (spin up / spin down): -7.47 / -7.48 eV.

Cartesian coordinates (Å):
Ho (0.9104, -0.2420, 0.9951)
C (-1.3551, 3.5772, 2.3975)
N (-0.0493, 2.9644, 2.1770)
C (0.7885, 3.9431, 1.4828)
C (0.5043, 2.6445, 3.4896)
C (1.8358, 1.9177, 3.4696)
N (1.6959, 0.5401, 2.9821)
C (2.6211, -0.3448, 3.4178)
C (2.3176, -1.7197, 3.2932)
F (1.0882, -1.9908, 2.7172)
C (3.1113, -2.7390, 3.7482)
F (2.7053, -4.0057, 3.6125)
C (4.3163, -2.4624, 4.3630)
C (4.6618, -1.1304, 4.4954)
F (5.8302, -0.8259, 5.0707)
C (3.8633, -0.0977, 4.0501)
F (4.3333, 1.1556, 4.1937)
H (-1.2719, 4.4812, 3.0196)
H (-2.0246, 2.8794, 2.9019)
H (-1.8024, 3.8656, 1.4463)
H (1.7541, 3.5229, 1.2251)
H (0.9508, 4.8399, 2.1007)
H (0.2961, 4.2499, 0.5598)
H (-0.2147, 2.0039, 4.0073)
H (0.6166, 3.5705, 4.0782)
H (2.1648, 1.8962, 4.5109)
H (2.5858, 2.4829, 2.9098)
H (4.9734, -3.2431, 4.7139)
O (4.0219, 2.7914, -0.0256)
C (3.8056, 2.9183, -1.3533)
C (4.5715, 3.8586, -2.0431)
C (4.4345, 4.0126, -3.4087)
C (3.5385, 3.2237, -4.1187)
C (2.7710, 2.2962, -3.4383)
C (2.8678, 2.1447, -2.0582)
C (1.9552, 1.1356, -1.3817)
O (2.2761, 0.7915, -0.1040)
N (0.5748, 1.7438, -1.3767)
N (-0.3210, 1.2374, -0.5528)
C (-1.5709, 1.5073, -0.6290)
C (-2.5514, 0.9853, 0.3010)
Br (-1.8337, -0.1267, 1.7283)
C (-3.8617, 1.2246, 0.1928)
C (-5.0099, 0.7781, 0.9813)
C (-6.2134, 0.5830, 0.2933)
C (-7.3411, 0.1188, 0.9452)
C (-7.2983, -0.1360, 2.3090)
C (-6.1275, 0.1009, 3.0125)
C (-4.9935, 0.5566, 2.3602)
H (3.5368, 1.9819, 0.2503)
H (5.2817, 4.4462, -1.4756)
H (5.0405, 4.7426, -3.9300)
H (3.4537, 3.3223, -5.1928)
H (2.0774, 1.6622, -3.9844)
H (1.8866, 0.2510, -2.0390)
H (0.2803, 2.2691, -2.1904)
H (-1.9580, 2.1643, -1.4081)
H (-4.1253, 1.8062, -0.6876)
H (-6.2540, 0.7883, -0.7701)
H (-8.2568, -0.0392, 0.3906)
H (-8.1787, -0.5028, 2.8200)
H (-6.0973, -0.0668, 4.0813)
H (-4.1068, 0.7737, 2.9371)
O (-0.6729, -1.4958, -0.7419)
C (-0.0193, -2.5047, -1.5516)
C (1.4409, -2.6709, -0.9636)
O (2.2008, -3.4185, -1.5354)
O (1.6503, -1.9897, 0.0998)
C (-0.7909, -3.8034, -1.3759)
C (-1.8553, -4.1029, -2.2225)
C (-2.6233, -5.2377, -2.0071)
C (-2.3348, -6.0813, -0.9458)
C (-1.2814, -5.7833, -0.0934)
C (-0.5161, -4.6464, -0.3031)
C (0.0653, -2.0449, -2.9932)
C (0.6439, -2.8686, -3.9588)
C (0.7644, -2.4331, -5.2677)
C (0.3010, -1.1785, -5.6426)
C (-0.2972, -0.3658, -4.6950)
C (-0.4141, -0.7973, -3.3793)
H (-1.6163, -1.6005, -0.8995)
H (-2.0748, -3.4505, -3.0596)
H (-3.4443, -5.4631, -2.6761)
H (-2.9306, -6.9704, -0.7831)
H (-1.0470, -6.4387, 0.7356)
H (0.3046, -4.4123, 0.3647)
H (1.0148, -3.8421, -3.6746)
H (1.2263, -3.0822, -6.0006)
H (0.3974, -0.8463, -6.6683)
H (-0.6798, 0.6085, -4.9764)
H (-0.8928, -0.1577, -2.6490)



Here is 2 unconnected molecules or ions with the total composition C17H18I3N2O6 in a non-equilibrium geometry from OMol25. Energies are from ωB97M-V/def2-TZVPD.

As for the total charge: -1. The value obtained for the orbital gap is 1.54 eV. As for the HOMO energy: -2.20 eV.

Cartesian coordinates (Å):
C (2.0164, -0.0856, -0.5268)
C (1.7136, 0.7294, -1.9161)
O (1.9205, 2.1882, -1.6342)
C (0.2085, 0.5285, -2.5313)
C (-0.5435, -0.8625, -2.1027)
N (-0.1812, -2.3217, -2.2655)
C (-1.2844, -3.2490, -1.7160)
C (-1.3768, -4.8857, -1.7040)
C (-0.8028, -5.6070, -0.3486)
O (-1.2489, -5.4276, 0.8970)
I (0.8567, -7.0769, -0.6019)
N (-2.4242, -2.4110, -1.1613)
C (-2.0294, -0.9636, -1.3702)
C (-2.8531, 0.4290, -1.0260)
I (-3.4426, 1.2513, -3.0154)
C (-4.1289, 0.2112, -0.0184)
C (-5.5986, 0.5029, -0.6856)
I (-3.9886, 1.5382, 1.7639)
H (2.6969, 0.6352, 0.1384)
H (2.7033, -0.9969, -0.8026)
H (1.0739, -0.3563, 0.1113)
H (2.5214, 0.4433, -2.7239)
H (1.3972, 2.4665, -0.8266)
H (0.3057, 0.6225, -3.7146)
H (-0.4755, 1.4340, -2.2000)
H (0.7066, -2.6587, -2.6999)
H (-2.5248, -5.1810, -1.8452)
H (-0.8401, -5.3093, -2.6829)
H (-3.3112, -2.7586, -0.7310)
H (-2.1286, 1.2337, -0.5763)
H (-4.1151, -0.8812, 0.4005)
H (-5.8159, -0.2904, -1.5223)
H (-5.7664, 1.6138, -1.0387)
H (-6.4031, 0.3150, 0.1746)
C (2.7661, 4.0350, 3.4328)
C (2.1665, 2.9878, 2.8409)
C (3.0403, 1.7380, 2.7920)
O (2.6665, 0.6431, 2.3596)
C (4.4376, 1.8370, 3.2901)
C (5.0417, 2.8888, 3.8704)
C (4.1321, 4.1058, 4.0161)
O (4.4559, 5.1533, 4.5844)
O (6.2350, 2.9724, 4.2955)
O (0.9997, 2.9299, 2.3446)
H (2.2189, 4.9667, 3.5244)
H (5.0030, 0.9226, 3.1516)